Run P
15
Properties=species:S:1:pos:R:3 method="wB97M-V/def2-TZVPD" spin_multiplicity=2 gap_ev="11.249 / 8.668" s2=0.754 homo_ev="-10.271 / -10.200"
O 0.45130 0.90525 -1.86203
C 1.19629 1.27414 -0.78632
H 0.50077 -1.40392 1.50810
H 1.67166 2.24395 -0.92208
H 1.12731 1.09999 1.38844
C -0.13250 -1.22138 0.63533
H -1.37135 0.35519 -0.18868
C 0.42869 1.27475 0.56273
H -1.24631 0.33842 1.55028
H -1.51265 -2.28599 -0.22664
H 2.00397 0.53356 -0.76299
C -0.68068 0.17900 0.63750
H 0.50690 -1.39340 -0.22828
O -1.15096 -2.20997 0.67280
H -0.09613 2.22891 0.60179

---

Run Q
15
Properties=species:S:1:pos:R:3 method="wB97M-V/def2-TZVPD" spin_multiplicity=2 gap_ev="11.549 / 7.139" s2=0.754 homo_ev="-10.760 / -10.519"
C 1.07357 0.91563 0.87985
H 0.00486 1.18131 3.01753
H 0.29302 1.60495 0.36671
C 0.94267 1.01334 2.42578
C -1.18647 -1.87965 -1.54626
O -0.52101 -2.81907 -2.03005
O -1.77090 -1.88365 -0.45969
H -0.19281 -0.18335 -2.23346
H 1.60878 0.16990 2.83324
C -1.21945 -0.47305 -2.17871
H -1.80425 0.13661 -1.58624
H 2.12113 0.96029 0.48677
H 0.60754 -0.16369 0.55067
H -1.47335 -0.48416 -3.16588
H 1.51665 1.90460 2.63973

---

It turns out run P is the most stable, with the second structure 14.2 kcal/mol higher.